(1)
{
  "formula": "C7H15N2S",
  "method": "the ωB97M-V functional and the def2-TZVPD basis",
  "charge": 1,
  "orbital_gap_ev": [8.171, 6.314],
  "molar_mass_g_mol": 159.28,
  "de_lowest_kj_mol": 501.7,
  "homo_ev": [-11.24, -10.51],
  "elements": ["C", "C", "C", "C", "C", "C", "C", "N", "N", "S", "H", "H", "H", "H", "H", "H", "H", "H", "H", "H", "H", "H", "H", "H", "H"],
  "coordinates": [[-2.77796, -1.06849, -0.78508], [-1.98210, -0.19046, -0.10198], [1.75468, 1.16209, -0.87675], [-0.96162, 0.36825, -0.89389], [1.06418, -1.05283, 0.05047], [1.85563, 0.19603, 0.29010], [-2.22718, 0.36900, 1.27760], [1.43351, -1.88670, -0.97778], [1.45171, 0.89382, 1.54670], [-0.03568, 1.85365, -0.73429], [-3.68185, -1.47589, -0.27568], [-2.54834, -1.33532, -1.77081], [2.41519, 2.14873, -0.96249], [1.76192, 0.67368, -1.92682], [-0.93813, 0.04700, -1.89444], [0.07176, -1.05936, 0.50292], [2.91026, 0.07214, 0.26747], [-1.21030, 0.73028, 1.65165], [-3.07400, 1.09156, 1.23369], [-2.46381, -0.44607, 1.90110], [1.15246, -2.83929, -0.90280], [2.25102, -1.73765, -1.49874], [2.27749, 1.39552, 1.95667], [1.16938, 0.25945, 2.29588], [0.33178, 1.83085, 0.62732]],
  "nbo_charge": [-0.330, -0.085, -0.482, -0.419, 0.016, -0.178, -0.651, -0.769, -0.832, 0.534, 0.218, 0.200, 0.269, 0.260, 0.227, 0.236, 0.233, 0.200, 0.258, 0.238, 0.411, 0.394, 0.407, 0.407, 0.237]
}

---

(2)
{
  "formula": "C9H14N3",
  "method": "the ωB97M-V functional and the def2-TZVPD basis",
  "charge": 1,
  "orbital_gap_ev": [6.485, 7.329],
  "molar_mass_g_mol": 164.23,
  "de_lowest_kj_mol": 320.4,
  "homo_ev": [-11.15, -11.03],
  "elements": ["C", "C", "C", "C", "C", "C", "C", "C", "C", "N", "N", "N", "H", "H", "H", "H", "H", "H", "H", "H", "H", "H", "H", "H", "H", "H"],
  "coordinates": [[2.80218, -1.02351, -0.62429], [2.69569, 0.22693, -0.09243], [0.60844, -0.75864, 0.01622], [-3.32524, 0.81032, -0.45375], [-2.96076, 0.11817, 0.64046], [-2.54397, 1.30752, -1.41777], [-1.50268, -0.15364, 1.13542], [-0.71093, -1.01472, 0.27241], [3.83245, 1.17110, 0.36222], [1.34132, 0.33573, 0.36386], [1.48565, -1.59763, -0.60342], [-1.24562, -2.20797, -0.01905], [3.57724, -1.61156, -1.03364], [-4.33340, 0.81243, -0.81986], [-3.65663, -0.36726, 1.34538], [-1.52732, 1.66054, -1.14408], [-2.91546, 1.63764, -2.35454], [-1.01007, 0.82729, 1.37253], [-1.76443, -0.64184, 2.26365], [4.82547, 0.99842, 0.12308], [3.60596, 2.12733, -0.19434], [3.73440, 1.31940, 1.54217], [1.04465, 1.28924, 0.63372], [1.26941, -2.63819, -0.54610], [-2.30985, -2.27684, 0.16412], [-0.97016, -2.65031, -0.82303]],
  "nbo_charge": [-0.045, 0.160, 0.328, -0.294, -0.139, -0.299, -0.506, 0.177, -0.648, -0.502, -0.509, -0.720, 0.247, 0.232, 0.213, 0.164, 0.209, 0.234, 0.259, 0.257, 0.237, 0.246, 0.445, 0.439, 0.425, 0.391]
}

---

(3)
{
  "formula": "C18H54BF4KO9",
  "method": "the ωB97M-V functional and the def2-TZVPD basis",
  "orbital_gap_ev": 9.775,
  "molar_mass_g_mol": 540.52,
  "de_lowest_kj_mol": 0.0,
  "homo_ev": -9.87,
  "elements": ["K", "B", "F", "F", "F", "F", "C", "C", "O", "H", "H", "H", "H", "H", "H", "C", "C", "O", "H", "H", "H", "H", "H", "H", "C", "C", "O", "H", "H", "H", "H", "H", "H", "C", "C", "O", "H", "H", "H", "H", "H", "H", "C", "C", "O", "H", "H", "H", "H", "H", "H", "C", "C", "O", "H", "H", "H", "H", "H", "H", "C", "C", "O", "H", "H", "H", "H", "H", "H", "C", "C", "O", "H", "H", "H", "H", "H", "H", "C", "C", "O", "H", "H", "H", "H", "H", "H"],
  "coordinates": [[0.52960, -0.70224, -2.80026], [-0.42980, 0.28544, 0.12166], [-1.65682, 0.40525, 0.72663], [-0.51785, 1.04346, -1.09568], [0.57509, 0.81711, 0.91183], [-0.19961, -1.07580, -0.20745], [-2.76072, 3.87863, 0.53235], [-3.73577, 2.99637, -0.18946], [-4.84879, 3.76297, -0.68870], [-3.24818, 4.14657, 1.49289], [-2.51552, 4.77645, -0.00932], [-1.82860, 3.35688, 0.78152], [-4.04772, 2.24670, 0.54267], [-3.30250, 2.49383, -1.03030], [-5.43054, 4.14709, 0.04197], [-1.25744, -4.21914, -0.93489], [-1.66191, -3.81464, -2.34092], [-1.46975, -2.41437, -2.66650], [-0.14672, -4.16239, -0.87196], [-1.60294, -5.26407, -0.87841], [-1.71136, -3.64821, -0.15708], [-2.71268, -4.05450, -2.50782], [-0.99245, -4.31059, -3.05062], [-2.21380, -1.94530, -2.27068], [4.85764, 0.37500, -1.94341], [4.06305, 0.12621, -0.67363], [2.73966, -0.22079, -0.90866], [5.84601, 0.49898, -1.61896], [4.48137, 1.19132, -2.48172], [4.76034, -0.56923, -2.55707], [4.05090, 0.95922, -0.00144], [4.57156, -0.68796, -0.11319], [2.19721, 0.20680, -0.24279], [-3.14909, -1.90312, 4.78540], [-2.33503, -1.31518, 3.60676], [-2.64432, 0.08922, 3.54748], [-3.02503, -3.03573, 4.79156], [-4.21650, -1.73590, 4.79610], [-2.69644, -1.66375, 5.74463], [-2.56698, -1.84478, 2.69462], [-1.28682, -1.49211, 3.92216], [-2.13312, 0.48608, 2.80653], [2.77903, 3.84337, -3.43692], [2.71110, 3.87815, -1.90729], [1.46862, 4.46129, -1.56893], [2.87978, 4.88408, -3.88513], [1.85463, 3.43843, -3.81468], [3.68103, 3.30934, -3.75900], [3.57512, 4.48783, -1.53735], [2.80152, 2.83421, -1.58896], [1.36843, 4.31829, -0.63036], [1.84226, -4.15826, -4.06926], [3.00850, -3.25342, -4.40166], [2.59461, -1.90471, -4.14721], [1.40798, -3.82805, -3.12359], [2.16695, -5.20768, -3.94743], [1.08079, -3.99809, -4.82661], [3.29439, -3.41203, -5.48357], [3.87660, -3.50554, -3.75008], [3.41607, -1.37405, -4.19734], [1.67106, 5.08087, 2.95588], [1.48965, 3.60525, 2.68271], [1.74618, 3.41518, 1.28450], [2.69148, 5.41398, 2.66474], [1.50258, 5.26178, 4.00396], [0.93842, 5.64766, 2.40508], [0.45025, 3.27446, 2.91498], [2.21490, 3.07488, 3.33065], [1.26296, 2.65191, 1.03861], [-5.77704, -2.04183, -1.28773], [-4.88251, -1.22813, -0.43805], [-3.53955, -1.55158, -0.75356], [-5.38704, -2.09276, -2.29487], [-6.74284, -1.58643, -1.27611], [-6.00802, -2.97572, -0.82829], [-5.12550, -1.32113, 0.64404], [-5.09789, -0.21661, -0.75577], [-2.92148, -1.03376, -0.22027], [2.35074, -0.96541, 4.33516], [1.81991, -2.04514, 3.43545], [2.82960, -3.11078, 3.33939], [2.79270, -1.44548, 5.21579], [1.54823, -0.31664, 4.70704], [3.13063, -0.40314, 3.83860], [1.58249, -1.59412, 2.44799], [0.91175, -2.52972, 3.87233], [2.41337, -3.99048, 3.20725]],
  "mulliken_charge": [0.944, 0.200, -0.146, -0.502, -0.343, -0.141, -0.838, 0.061, -0.606, 0.345, 0.347, 0.014, 0.116, 0.217, 0.316, -0.729, -0.463, -0.374, 0.174, 0.436, 0.066, 0.339, 0.353, 0.268, -0.746, -0.351, -0.187, 0.443, 0.084, 0.011, 0.371, 0.391, 0.107, -1.388, 0.706, -0.602, 0.344, 0.360, 0.345, 0.077, -0.172, 0.236, -1.307, 0.569, -0.545, 0.331, 0.295, 0.361, 0.242, -0.230, 0.335, -0.699, -0.241, -0.407, -0.073, 0.369, 0.282, 0.263, 0.338, 0.203, -1.374, 0.046, -0.485, 0.281, 0.414, 0.321, 0.221, 0.184, 0.347, -1.556, 0.098, -0.373, 0.331, 0.470, 0.335, 0.283, 0.171, 0.128, -1.141, 0.302, -0.593, 0.375, 0.305, 0.266, -0.030, 0.195, 0.314]
}

---

(4)
{
  "formula": "C36H49BeN5OPSi",
  "method": "the ωB97M-V functional and the def2-TZVPD basis",
  "charge": 1,
  "orbital_gap_ev": 6.291,
  "molar_mass_g_mol": 635.89,
  "homo_ev": -9.83,
  "elements": ["Be", "N", "C", "N", "C", "N", "C", "C", "N", "C", "C", "N", "H", "H", "H", "H", "H", "O", "P", "C", "C", "C", "C", "C", "C", "C", "C", "C", "C", "C", "C", "C", "C", "C", "C", "C", "C", "H", "H", "H", "H", "H", "H", "H", "H", "H", "H", "H", "H", "H", "H", "H", "H", "H", "H", "H", "H", "H", "H", "H", "H", "H", "H", "H", "H", "H", "H", "H", "H", "H", "C", "C", "C", "C", "C", "C", "Si", "C", "C", "C", "C", "C", "C", "H", "H", "H", "H", "H", "H", "H", "H", "H", "H", "H"],
  "coordinates": [[0.55514, -0.05587, -1.08482], [3.83023, -1.51026, -2.52699], [3.37763, -0.77552, -1.50731], [2.05400, -0.81680, -1.50345], [1.74842, -1.61570, -2.58031], [2.82579, -2.04638, -3.20881], [0.37364, -1.75946, -2.89072], [-0.18261, -2.52907, -3.91689], [-1.47764, -2.58968, -4.11281], [-2.25451, -1.84325, -3.31303], [-1.73507, -1.04904, -2.32108], [-0.41425, -1.00510, -2.07959], [4.78120, -1.67107, -2.82742], [3.99535, -0.23903, -0.81742], [0.45406, -3.10844, -4.57093], [-3.31777, -1.91325, -3.48729], [-2.35184, -0.42789, -1.68713], [0.07823, -0.01328, 0.40134], [-0.41450, -0.50665, 1.74248], [1.06087, -0.59200, 2.85667], [0.88510, -1.40430, 4.13115], [1.98222, -1.03885, 5.13761], [3.28236, -0.67651, 4.40771], [3.41033, -1.45767, 3.09981], [2.31627, -1.04294, 2.10256], [-1.51853, -1.97632, 1.42307], [-2.30613, -2.51369, 2.62498], [-1.66733, -3.69620, 3.35224], [-1.17048, -4.76400, 2.38514], [-0.18543, -4.15728, 1.39181], [-0.87391, -3.07365, 0.57325], [-1.47158, 0.79574, 2.52791], [-2.88362, 0.86194, 1.94838], [-3.61601, 2.04353, 2.57878], [-2.96205, 3.37908, 2.19211], [-1.55653, 3.18245, 1.62135], [-0.76056, 2.16259, 2.43222], [1.17636, 0.46254, 3.13582], [0.97915, -2.45899, 3.87708], [-0.10127, -1.23575, 4.56660], [2.14504, -1.89086, 5.79938], [1.66493, -0.20332, 5.76377], [4.13494, -0.88189, 5.05470], [3.30288, 0.39063, 4.17935], [3.33188, -2.52495, 3.30736], [4.39669, -1.28946, 2.66641], [2.07361, -1.88400, 1.44723], [2.66964, -0.22593, 1.46952], [-2.23595, -1.46415, 0.76204], [-3.28586, -2.83471, 2.26165], [-2.47256, -1.71017, 3.34608], [-2.41332, -4.12531, 4.02392], [-0.83280, -3.35933, 3.96428], [-2.01125, -5.20087, 1.84270], [-0.68689, -5.56439, 2.94558], [0.18424, -4.92920, 0.71285], [0.67329, -3.74140, 1.92505], [-1.66014, -3.54857, -0.02108], [-0.16850, -2.62504, -0.12978], [-1.55674, 0.51276, 3.58347], [-3.43289, -0.05232, 2.17255], [-2.84189, 0.97791, 0.86455], [-3.59226, 1.91500, 3.66364], [-4.66246, 2.03141, 2.27302], [-2.91072, 4.02124, 3.07185], [-3.57070, 3.89700, 1.45078], [-1.02571, 4.13547, 1.63791], [-1.60793, 2.86406, 0.57839], [-0.60002, 2.56259, 3.43485], [0.21677, 2.04805, 1.95536], [-2.36486, 5.19091, -2.91356], [-1.11845, 5.53491, -2.41931], [-0.17815, 4.55190, -2.17465], [-0.45563, 3.21067, -2.42411], [-1.71376, 2.88217, -2.92027], [-2.66043, 3.86145, -3.16596], [0.90990, 1.91751, -2.15748], [1.64225, 1.49244, -3.85762], [0.98122, 0.66796, -4.76355], [1.53453, 0.36103, -5.99421], [2.75620, 0.90044, -6.35727], [3.42101, 1.73998, -5.47933], [2.87626, 2.01412, -4.23921], [-3.10053, 5.95698, -3.10509], [-0.87619, 6.57048, -2.23106], [0.79449, 4.82624, -1.79452], [-1.95335, 1.84752, -3.12968], [-3.62908, 3.59292, -3.56102], [2.01071, 2.72272, -1.55243], [0.00293, 0.28016, -4.51637], [1.00723, -0.28729, -6.67675], [3.18277, 0.68037, -7.32314], [4.35899, 2.19158, -5.76633], [3.40186, 2.66863, -3.55850]],
  "mulliken_charge": [-0.065, 0.195, -0.516, 0.646, 0.137, -0.781, 0.285, -0.474, -0.543, -0.865, -0.053, 1.041, 0.209, 0.550, 0.561, 0.488, 0.316, -1.278, -0.732, 0.870, -0.848, -1.143, -0.692, -0.950, -0.542, 0.751, -1.338, -0.576, -1.091, -0.483, -0.066, 0.151, -0.480, -1.084, -0.915, -0.484, -0.609, 0.622, 0.101, 0.483, 0.437, 0.321, 0.505, 0.279, 0.372, 0.464, 0.065, 0.177, 0.546, 0.556, 0.395, 0.463, 0.048, 0.375, 0.486, 0.477, 0.018, 0.611, -0.515, 0.933, 0.499, -0.039, 0.366, 0.442, 0.358, 0.394, 0.629, -0.177, 0.397, 0.312, -0.519, -0.636, -0.543, 0.257, -0.027, -0.708, 0.809, 0.346, -0.167, -0.697, -0.590, -0.636, -0.516, 0.407, 0.426, 0.377, 0.329, 0.421, -0.455, 0.415, 0.447, 0.413, 0.433, 0.419]
}

---

> What is the formula in the second record?

C9H14N3

---

> What is the formula in the fourth record?

C36H49BeN5OPSi